# 1
The following is a DFT calculation (wB97M-V/def2-TZVPD) of one molecule with the formula C3H5N3O in a non-equilibrium geometry.

The geometry in ORCA input format:
```
! RIJCOSX wB97M-V def2-TZVPD def2/J DEFGRID3
* xyz 0 1
N -0.55488 1.94854 0.08637
O 2.28756 -1.73939 -0.06884
H -2.07443 -0.82719 0.03607
C -1.01868 -0.60897 0.02093
N -0.03966 -1.61326 -0.02062
C 1.24971 -1.09931 -0.03995
C -0.34741 0.56077 0.01862
H -1.23160 2.25991 0.76283
H 1.57447 1.08190 0.04839
H -0.63892 2.37307 -0.82844
H -0.20671 -2.60571 0.01043
N 1.00054 0.26963 -0.02579
*
```

## Properties
E_HOMO (eV): -7.91
Frontier orbital gap (Ha): 0.3187
SMILES: Nc1c[nH]c(=O)[nH]1
F_max (eV/A): 1.06
Lowest unoccupied orbital energy (eV): 0.76

# 2
The following is a DFT calculation (wB97M-V/def2-TZVPD) of CH3FO3S as an isolated structure in a non-equilibrium geometry.

The geometry in ORCA input format:
```
! RIJCOSX wB97M-V def2-TZVPD def2/J DEFGRID3
* xyz 0 1
O -4.03086 1.12100 0.56450
O -1.15264 1.01250 -0.57430
C -0.23396 0.01696 -0.48516
O -2.65900 -0.81606 1.19560
F -3.57240 -0.76143 -1.01433
H -0.75638 -0.82295 0.09787
H 0.06490 -0.30082 -1.49211
H 0.49728 0.41792 0.18445
S -3.07824 0.12038 0.25707
*
```

## Properties
E_HOMO (alpha / beta) (eV): -11.08 / -11.06
Frontier orbital gap (alpha / beta) (Ha): 0.3158 / 0.3157
F_max (eV/A): 4.91
Lowest unoccupied orbital energy (alpha / beta) (eV): -2.49 / -2.47

# 3
The following is a DFT calculation (wB97M-V/def2-TZVPD) of one molecule with the formula C2H4S2 in a non-equilibrium geometry.

The geometry in ORCA input format:
```
! RIJCOSX wB97M-V def2-TZVPD def2/J DEFGRID3
* xyz 0 1
H 1.10036 0.44291 -0.18966
H 1.19153 -1.27388 -0.49175
S -1.36013 1.62680 -0.01359
H -0.27560 2.64712 -0.32904
C -0.73594 -0.42234 -0.14250
S -1.47179 -1.79661 0.04170
H 0.88037 -0.75555 1.05818
C 0.67119 -0.46845 0.06666
*
```

## Properties
E_HOMO (eV): -9.09
Frontier orbital gap (Ha): 0.3111
SMILES: CC(=S)S
F_max (eV/A): 3.08
Lowest unoccupied orbital energy (eV): -0.63

# 4
The following is a DFT calculation (wB97M-V/def2-TZVPD) of C4H5AgLiO6 as an isolated structure in a non-equilibrium geometry.

The geometry in ORCA input format:
```
! RIJCOSX wB97M-V def2-TZVPD def2/J DEFGRID3
* xyz 0 2
O 2.07179 -0.60030 0.08842
H 0.01309 1.62196 -2.03735
C -2.05929 1.71694 -1.54430
O -0.50918 3.58674 -1.54885
H -0.41125 1.99706 -0.19160
H -2.10154 0.77515 -2.10714
H -2.55827 2.49067 -2.14553
O -2.71697 1.57109 -0.29291
C -0.61712 2.10353 -1.26979
O -4.58666 1.25157 0.83645
O 0.33362 -1.84487 -0.54073
O -4.67966 1.30896 -1.37093
C 0.93796 -0.77033 -0.39424
Li -6.22729 0.98522 -0.19843
C -4.04299 1.36543 -0.29030
Ag 2.28489 -2.93866 0.26982
H 0.38211 3.86956 -1.31273
*
```

## Properties
⟨S²⟩: 0.76
E_HOMO (alpha / beta) (eV): -7.90 / -9.54
Frontier orbital gap (alpha / beta) (Ha): 0.2418 / 0.2808
F_max (eV/A): 2.56
Lowest unoccupied orbital energy (alpha / beta) (eV): -1.32 / -1.90

# 5
The following is a DFT calculation (wB97M-V/def2-TZVPD) of a 2-piece molecular cluster, C2H2NO3S overall in a non-equilibrium geometry.

The geometry in ORCA input format:
```
! RIJCOSX wB97M-V def2-TZVPD def2/J DEFGRID3
* xyz -1 1
O 2.72187 0.07057 1.47921
C 1.01540 0.42167 -0.33792
H 1.54426 0.90181 -1.17848
O -3.86178 -0.61234 -0.19276
C 2.00251 -0.04060 0.54041
O -2.06472 0.56849 0.35605
S 1.22886 -1.40144 -0.40020
H -0.01512 0.60920 -0.23021
N -2.57130 -0.51737 -0.03609
*
```

## Properties
E_HOMO (eV): -3.32
Frontier orbital gap (Ha): 0.2424
F_max (eV/A): 3.34
Lowest unoccupied orbital energy (eV): 3.28

# 6
The following is a DFT calculation (wB97M-V/def2-TZVPD) of one molecule with the formula C4H7NO3 in a non-equilibrium geometry.

The geometry in ORCA input format:
```
! RIJCOSX wB97M-V def2-TZVPD def2/J DEFGRID3
* xyz 0 1
H 2.61517 -1.10252 0.84257
N 0.53514 -0.15480 -0.05439
H 3.79858 -0.33568 -0.41991
C -1.49597 -0.31766 0.48592
O -0.44443 2.00160 0.02291
H -0.04163 -1.86033 0.91965
H -1.80650 -0.48274 1.57338
H 2.81905 0.76974 0.86314
C -0.43088 0.81286 0.16291
C -0.37840 -1.25765 0.09909
H -0.64972 -1.84315 -0.83244
H -2.99763 0.41619 -0.58471
C 2.81603 -0.18823 0.22254
O 1.69127 -0.11508 -0.62877
O -2.56533 -0.48326 -0.36962
*
```

## Properties
E_HOMO (eV): -9.48
Frontier orbital gap (Ha): 0.3765
SMILES: CON1C[C@H](O)C1=O
F_max (eV/A): 4.00
Lowest unoccupied orbital energy (eV): 0.76

Calculated total energy in a.u., matching the order above: -356.84082 -763.54273 -874.87844 -761.33741 -755.99116 -436.97195
Energy above the lowest of the compared OMol25 structures with the same formula, charge and spin in kcal per mole, matching the order above: 10.39 61.92 51.27 0.00 93.35 107.58